The following is a quantum chemistry calculation of a cluster of 4 separate species, C34H41F15IN2O8S in total at a distorted geometry, from OMol25.

The electronic energy is -4224.80210 Eh. The total charge is +1. The HOMO energy comes out at -11.637 eV. The value obtained for the molar mass is 1049.65 g mol⁻¹. The lowest unoccupied orbital energy is -5.75 eV.

Last column: Mulliken charge in e.
CARTESIAN COORDINATES (ANGSTROEM)
C: 4.113 -3.364 -0.064  -0.89
C: 4.198 -2.550 -1.472  -0.33
C: 2.934 -1.528 -1.469  -0.14
C: 2.709 -0.786 -2.893  -0.98
C: 1.199 -0.167 -3.018  -0.01
C: 0.801 0.830 -1.837  0.29
C: 2.021 1.683 -1.296  -0.53
C: 1.704 2.635 -0.112  -0.93
I: 3.426 3.752 0.653  0.20
C: 0.236 2.738 0.478  0.83
S: 0.122 3.953 1.839  1.10
O: -1.186 4.195 2.495  -0.42
O: 0.533 5.295 1.249  -0.49
F: 1.174 3.475 3.087  -0.22
N: -0.828 1.912 -0.080  0.44
C: -2.169 2.059 0.621  0.04
C: -3.017 3.330 0.147  -0.39
C: -4.574 2.977 -0.226  -0.37
C: -5.641 3.751 0.689  -0.63
N: -6.000 2.957 1.914  -0.60
C: -0.643 1.001 -1.212  0.12
C: -1.880 0.163 -1.822  0.54
F: -3.081 0.965 -1.956  -0.22
F: -1.685 -0.204 -3.212  -0.08
C: -2.169 -1.213 -1.066  0.28
C: -3.330 -1.411 -0.015  -0.10
C: -3.631 -2.741 0.711  -0.76
C: -2.814 -4.025 0.420  -0.66
C: -1.670 -3.890 -0.646  -0.28
C: -0.870 -5.247 -0.970  0.80
F: -1.270 -6.291 -0.070  -0.25
F: 0.533 -5.088 -1.017  -0.18
F: -1.323 -5.695 -2.264  -0.25
C: -1.343 -2.524 -1.355  0.18
H: 5.048 -3.251 0.578  0.19
H: 3.225 -2.970 0.568  0.26
H: 3.898 -4.466 -0.277  0.29
H: 4.165 -3.238 -2.387  0.38
H: 5.145 -1.906 -1.483  0.23
H: 2.015 -2.101 -1.103  0.10
H: 3.175 -0.752 -0.642  0.24
H: 3.517 0.014 -3.082  0.29
H: 2.834 -1.554 -3.749  0.45
H: 1.174 0.438 -4.006  0.30
H: 0.535 -1.098 -3.108  -0.24
H: 3.073 1.630 -1.723  0.32
H: -1.974 2.004 1.762  0.75
H: -2.847 1.137 0.445  -1.07
H: -2.526 3.729 -0.823  0.28
H: -3.080 4.192 0.890  0.36
H: -4.754 1.833 -0.255  0.22
H: -4.721 3.323 -1.323  0.28
H: -6.576 3.933 0.029  0.26
H: -5.220 4.765 1.001  0.32
H: -5.413 3.348 2.675  0.28
H: -5.715 1.976 1.790  0.27
H: -4.022 -0.524 0.248  0.19
H: -4.489 -2.830 1.472  0.37
H: -3.077 -4.987 0.965  0.39
H: -0.488 -2.574 -2.112  0.24
C: 7.529 -1.353 6.075  -1.09
C: 7.237 -2.425 5.043  -0.21
O: 6.788 -1.834 3.813  -0.30
C: 7.755 -1.394 2.980  0.32
O: 8.934 -1.466 3.212  -0.50
C: 7.141 -0.839 1.697  0.91
F: 6.067 -0.056 1.923  -0.25
F: 6.711 -1.814 0.871  -0.24
F: 8.008 -0.096 0.984  -0.26
H: 6.658 -0.708 6.215  0.30
H: 7.794 -1.803 7.034  0.37
H: 8.353 -0.711 5.754  0.32
H: 6.427 -3.066 5.398  0.31
H: 8.105 -3.068 4.874  0.32
C: -1.371 -0.469 -6.073  -0.52
C: -1.656 -1.546 -7.102  -0.47
O: -2.090 -0.962 -8.338  -0.32
C: -1.112 -0.529 -9.163  0.38
O: 0.064 -0.604 -8.915  -0.51
C: -1.710 0.020 -10.456  0.85
F: -2.781 0.811 -10.236  -0.24
F: -2.125 -0.969 -11.275  -0.24
F: -0.831 0.758 -11.161  -0.24
H: -2.242 0.180 -5.946  0.28
H: -1.117 -0.913 -5.111  -0.01
H: -0.543 0.169 -6.391  0.35
H: -2.471 -2.183 -6.751  0.37
H: -0.787 -2.192 -7.259  0.35
C: -2.048 3.826 5.806  -0.90
C: -1.693 2.469 6.378  -0.22
O: -2.876 1.775 6.802  -0.31
C: -3.550 1.116 5.836  0.39
O: -3.218 1.089 4.676  -0.52
C: -4.751 0.384 6.428  0.85
F: -5.438 1.142 7.305  -0.24
F: -4.380 -0.731 7.093  -0.25
F: -5.635 -0.007 5.489  -0.23
H: -2.637 4.405 6.523  0.35
H: -1.145 4.388 5.556  0.36
H: -2.655 3.726 4.903  0.12
H: -1.068 2.596 7.265  0.33
H: -1.122 1.868 5.665  0.28

=====

The following is a quantum chemistry calculation of a structure of composition C34H41MnN5O2Si at a distorted geometry, from OMol25.

The electronic energy is -3184.42931 Eh. The total charge is +2. The HOMO energy (spin up / spin down) comes out at -13.451 / -13.532 eV. Its expectation value of S² is 0.870. The value obtained for the molar mass is 634.76 g mol⁻¹. The relative energy (zero: lowest compared OMol25 entry of this formula, charge and spin) comes out at 5.41 kJ/mol. The lowest unoccupied orbital energy (spin up / spin down) is -7.14 / -7.46 eV. As for the spin multiplicity: 2.

Last column: Mulliken charge in e.
CARTESIAN COORDINATES (ANGSTROEM)
Mn: 0.525 -1.049 -0.094  -0.19
C: 3.581 1.936 1.017  -1.68
C: 2.413 1.364 0.502  0.26
N: 2.076 0.098 0.678  0.82
C: 2.925 -0.686 1.407  -0.16
C: 4.146 -0.214 1.915  0.97
C: 4.457 1.146 1.712  -0.96
C: 5.007 -1.124 2.579  -0.80
C: 4.652 -2.439 2.692  -1.04
C: 3.415 -2.905 2.208  -0.73
C: 2.526 -2.034 1.613  0.13
N: 1.275 -2.308 1.082  1.00
C: 0.539 -3.454 1.344  0.09
C: 0.648 -4.342 2.396  -0.64
C: -0.195 -5.468 2.463  -1.02
C: -1.129 -5.718 1.495  -0.78
C: -1.313 -4.795 0.436  0.98
C: -2.261 -4.953 -0.597  -0.95
C: -2.366 -3.990 -1.564  -0.96
C: -1.570 -2.842 -1.469  -0.32
N: -0.696 -2.641 -0.502  0.97
C: -0.514 -3.643 0.407  -0.30
H: 3.780 2.982 0.835  0.61
H: 1.745 1.974 -0.091  0.47
H: 5.385 1.546 2.100  0.49
H: 5.953 -0.769 2.965  0.47
H: 5.328 -3.144 3.157  0.44
H: 3.195 -3.959 2.278  0.81
H: 1.360 -4.178 3.191  0.83
H: -0.083 -6.151 3.293  0.44
H: -1.747 -6.606 1.537  0.46
H: -2.885 -5.838 -0.622  0.49
H: -3.061 -4.086 -2.386  0.52
H: -1.659 -2.064 -2.210  0.17
O: 0.653 5.385 1.073  -0.46
C: -0.356 5.329 2.068  -0.51
N: -0.555 3.928 2.334  -0.15
C: -1.773 3.330 2.310  0.07
O: -2.832 3.906 2.212  -0.61
C: -1.735 1.824 2.307  0.20
C: -2.703 1.073 2.964  -0.55
C: -2.676 -0.302 2.817  -1.01
C: -1.738 -0.875 1.972  -0.17
N: -0.834 -0.154 1.300  0.76
C: -0.826 1.169 1.504  0.05
H: 0.971 6.293 1.002  0.28
H: -1.307 5.734 1.722  0.36
H: -0.042 5.858 2.971  0.39
H: 0.258 3.397 2.600  0.26
H: -3.456 1.569 3.563  0.54
H: -3.389 -0.934 3.327  0.51
H: -1.727 -1.945 1.813  0.24
H: -0.079 1.737 0.969  -0.09
C: 1.535 -1.625 -1.755  -1.11
Si: -0.477 0.554 -1.741  -1.71
C: 0.525 1.719 -2.848  3.05
C: 2.004 1.323 -2.944  -1.64
C: 0.388 3.009 -1.976  -2.04
C: 0.038 2.003 -4.274  -1.96
C: -2.359 0.842 -1.968  2.25
C: -2.713 2.342 -1.950  -1.60
C: -3.212 0.188 -0.872  -1.44
C: -2.767 0.268 -3.344  -1.59
H: 1.097 -1.443 -2.736  0.53
H: 1.659 -2.699 -1.628  0.53
H: 2.501 -1.126 -1.701  0.39
H: 2.447 1.063 -1.984  0.29
H: 2.568 2.166 -3.352  0.56
H: 2.150 0.480 -3.619  0.43
H: 0.081 2.850 -0.928  0.34
H: -0.353 3.689 -2.387  0.37
H: 1.346 3.532 -1.929  0.42
H: 0.066 1.108 -4.898  0.41
H: 0.705 2.737 -4.734  0.47
H: -0.967 2.416 -4.309  0.49
H: -2.435 2.825 -1.010  0.27
H: -3.798 2.435 -2.048  0.58
H: -2.268 2.895 -2.772  0.31
H: -3.084 0.687 0.089  0.27
H: -3.019 -0.875 -0.735  0.26
H: -4.265 0.293 -1.145  0.67
H: -2.314 0.807 -4.173  0.35
H: -3.852 0.360 -3.445  0.51
H: -2.532 -0.790 -3.476  0.31